Entry 1:
Entry from the OMol25 dataset: a molecular structure, C46H58BN10O3Ti in a non-equilibrium geometry (ωB97M-V with the def2-TZVPD basis set).

Atoms and positions in Å:
Ti -1.03523 0.20980 -0.53472
C -4.06760 -2.72026 1.31037
C -2.78942 -2.36578 0.87800
N -2.68236 -1.04789 0.70415
N -3.89569 -0.54160 1.03322
C -4.73916 -1.51878 1.38947
B -4.25467 0.93881 0.87734
N -3.09857 1.81939 1.40878
C -3.22201 2.81121 2.30461
C -2.09840 3.60782 2.22914
C -1.33228 3.00517 1.22588
N -1.93367 1.92300 0.74265
N -4.40859 1.27857 -0.61401
C -5.44187 1.87659 -1.23317
C -5.04516 2.19784 -2.51275
C -3.71586 1.74942 -2.58479
N -3.34252 1.18888 -1.44075
H -4.43688 -3.70850 1.52443
H -1.95437 -3.02329 0.71761
H -5.75117 -1.28636 1.67897
H -5.26478 1.18804 1.48345
H -4.10775 2.89606 2.91235
H -1.87441 4.49523 2.79679
H -0.39639 3.33711 0.81764
H -6.37801 2.03321 -0.72147
H -5.62433 2.67651 -3.28413
H -3.03734 1.79672 -3.42140
C 4.01083 -2.17408 -0.44470
C 3.20349 -1.05395 0.22735
C 3.97401 0.26484 0.11240
C 2.88730 -1.44998 1.65397
C 3.86477 -1.26871 2.62671
C 3.67320 -1.68523 3.93353
C 2.48825 -2.32049 4.25792
C 1.48069 -2.52728 3.31642
C 0.27068 -3.32965 3.77598
C -1.05152 -2.56335 3.67424
C 0.18400 -4.68125 3.06040
C 1.65895 -2.06419 1.99726
N 0.60888 -2.13256 1.05605
C 0.62094 -3.07545 0.11595
O 1.34760 -4.08698 0.01715
C -0.44048 -2.87476 -0.94714
C -0.99969 -3.95496 -1.59073
C -2.01109 -3.74407 -2.55436
C -2.29398 -2.45353 -2.95362
C -1.58656 -1.40794 -2.36128
N -0.75973 -1.62144 -1.27738
C -1.34896 -0.12390 -3.08214
O -1.83272 0.11045 -4.19521
N -0.46485 0.69272 -2.41568
C 0.34926 1.47138 -3.27577
C 0.40048 2.87868 -3.20024
C 1.07022 3.59948 -4.18439
C 1.72376 2.96373 -5.22181
C 1.77463 1.58068 -5.22340
C 1.12224 0.82336 -4.26003
C 1.32003 -0.68151 -4.28083
C 0.68668 -1.32954 -5.51593
C 2.80847 -1.02745 -4.21277
C -0.21608 3.64512 -2.04788
C -1.26882 4.65646 -2.49921
C 0.90285 4.32814 -1.25232
H 4.18767 -1.94271 -1.49438
H 4.97977 -2.28106 0.05485
H 3.48128 -3.12171 -0.38210
H 2.26070 -0.92904 -0.30950
H 5.01100 0.15742 0.43927
H 3.98805 0.59025 -0.92993
H 3.50992 1.06061 0.70385
H 4.80427 -0.80082 2.35442
H 4.44393 -1.54038 4.68166
H 2.33121 -2.67121 5.27338
H 0.43315 -3.53905 4.83761
H -1.22740 -2.23512 2.64901
H -1.88670 -3.20199 3.97522
H -1.04213 -1.68983 4.33329
H 0.11007 -4.55606 1.98287
H 1.07843 -5.27544 3.25484
H -0.68859 -5.24028 3.41332
H -0.64421 -4.94104 -1.33106
H -2.51534 -4.58640 -3.01122
H -2.98443 -2.22071 -3.75340
H 1.05679 4.68406 -4.14634
H 2.20355 3.53528 -6.00719
H 2.33250 1.07330 -6.00286
H 0.85282 -1.10125 -3.38785
H 1.19941 -1.00028 -6.42480
H 0.75843 -2.41846 -5.45457
H -0.36482 -1.05191 -5.59394
H 3.34283 -0.67465 -5.09793
H 3.27236 -0.57565 -3.33441
H 2.93640 -2.10991 -4.14972
H -0.71027 2.91142 -1.41803
H -0.82646 5.44386 -3.11572
H -2.04657 4.16076 -3.08044
H -1.74219 5.12613 -1.63195
H 1.52312 4.94016 -1.91000
H 0.50382 4.98260 -0.47159
H 1.54771 3.57571 -0.79278
O 0.59109 0.79121 0.32133
C 0.70896 0.95983 1.55536
C 1.62224 2.00528 2.11885
C 2.60804 1.49544 3.18540
C 1.99907 1.35999 4.57998
C 0.95438 0.25164 4.66623
C -0.25694 0.51850 3.77740
N -0.06761 0.23677 2.36374
H 1.01302 2.80162 2.55648
H 2.16288 2.43525 1.27739
H 3.43315 2.20844 3.23084
H 3.01989 0.52706 2.88166
H 1.54107 2.31395 4.86901
H 2.79766 1.15215 5.29608
H 0.60813 0.16166 5.69910
H 1.40734 -0.70357 4.37995
H -0.56239 1.56402 3.87409
H -1.10286 -0.08626 4.10155
H -0.17639 -0.72923 2.02752

Summary:
- relative energy (zero: lowest compared OMol25 entry of this formula, charge and spin) (kcal/mol) = 39.1
- spin multiplicity = 3
- LUMO (spin up / spin down) (eV) = 2.376 / 2.374
- charge = -1

These are the Löwdin partial charges, in e, on atoms 1 to 99: atom 1 (Ti): 0.982, atom 2 (C): -0.048, atom 3 (C): -0.156, atom 4 (N): 0.048, atom 5 (N): -0.025, atom 6 (C): -0.081, atom 7 (B): -0.522, atom 8 (N): -0.007, atom 9 (C): -0.080, atom 10 (C): -0.052, atom 11 (C): -0.158, atom 12 (N): 0.006, atom 13 (N): -0.033, atom 14 (C): -0.096, atom 15 (C): -0.063, atom 16 (C): -0.137, atom 17 (N): 0.055, atom 18 (H): 0.091, atom 19 (H): 0.094, atom 20 (H): 0.115, atom 21 (H): 0.116, atom 22 (H): 0.116, atom 23 (H): 0.091, atom 24 (H): 0.087, atom 25 (H): 0.110, atom 26 (H): 0.083, atom 27 (H): 0.095, atom 28 (C): -0.043, atom 29 (C): -0.352, atom 30 (C): -0.052, atom 31 (C): -0.133, atom 32 (C): -0.078, atom 33 (C): -0.090, atom 34 (C): -0.088, atom 35 (C): -0.155, atom 36 (C): -0.340, atom 37 (C): -0.054, atom 38 (C): -0.046, atom 39 (C): -0.159, atom 40 (N): 0.095, atom 41 (C): -0.500, atom 42 (O): -0.011, atom 43 (C): -0.223, atom 44 (C): -0.018, atom 45 (C): -0.053, atom 46 (C): -0.002, atom 47 (C): -0.215, atom 48 (N): 0.003, atom 49 (C): -0.546, atom 50 (O): 0.007, atom 51 (N): -0.017, atom 52 (C): -0.126, atom 53 (C): -0.129, atom 54 (C): -0.061, atom 55 (C): -0.090, atom 56 (C): -0.050, atom 57 (C): -0.127, atom 58 (C): -0.356, atom 59 (C): -0.055, atom 60 (C): -0.064, atom 61 (C): -0.376, atom 62 (C): -0.054, atom 63 (C): -0.063, atom 64 (H): 0.063, atom 65 (H): 0.080, atom 66 (H): 0.065, atom 67 (H): 0.117, atom 68 (H): 0.073, atom 69 (H): 0.080, atom 70 (H): 0.052, atom 71 (H): 0.115, atom 72 (H): 0.102, atom 73 (H): 0.116, atom 74 (H): 0.121, atom 75 (H): 0.038, atom 76 (H): 0.086, atom 77 (H): 0.053, atom 78 (H): 0.056, atom 79 (H): 0.084, atom 80 (H): 0.074, atom 81 (H): 0.111, atom 82 (H): 0.096, atom 83 (H): 0.117, atom 84 (H): 0.102, atom 85 (H): 0.092, atom 86 (H): 0.103, atom 87 (H): 0.120, atom 88 (H): 0.072, atom 89 (H): 0.077, atom 90 (H): 0.067, atom 91 (H): 0.068, atom 92 (H): 0.067, atom 93 (H): 0.080, atom 94 (H): 0.084, atom 95 (H): 0.071, atom 96 (H): 0.071, atom 97 (H): 0.076, atom 98 (H): 0.073, atom 99 (H): 0.072

***

Entry 2:
Entry from the OMol25 dataset: a single C5H10BNO molecule in a non-equilibrium geometry (ωB97M-V with the def2-TZVPD basis set).

Atoms and positions in Å:
B -1.14730 0.36638 -0.38235
C -1.24825 2.70675 -1.00931
C -1.55810 1.36493 -1.30755
C 0.58801 -1.35095 -0.36102
C 2.07488 -0.98086 -0.17914
C -0.44279 -0.70524 1.78236
N -0.40072 -0.41672 0.42368
O 2.41891 0.28008 -0.58920
H -1.34337 3.51507 -1.73789
H -0.89581 3.03574 -0.01829
H -2.28392 1.28235 -2.12787
H 0.32370 -1.29277 -1.41332
H 0.48120 -2.32706 0.20381
H 2.24125 -1.26110 0.85981
H 2.54260 -1.65425 -0.84865
H -1.28359 -0.23912 2.47826
H -0.54883 -1.81302 1.89026
H 0.48213 -0.51020 2.33642

Summary:
- relative energy (zero: lowest compared OMol25 entry of this formula, charge and spin) (kcal/mol) = 152.3
- spin multiplicity = 1
- LUMO (spin up / spin down) (eV) = -1.667 / -1.665

Which charges does natural (NBO) predict for the atoms? In e, they are: atom 1 (B): 1.189, atom 2 (C): -0.114, atom 3 (C): -0.756, atom 4 (C): -0.203, atom 5 (C): -0.061, atom 6 (C): -0.414, atom 7 (N): -0.722, atom 8 (O): -0.898, atom 9 (H): 0.211, atom 10 (H): 0.209, atom 11 (H): 0.275, atom 12 (H): 0.203, atom 13 (H): 0.188, atom 14 (H): 0.091, atom 15 (H): 0.149, atom 16 (H): 0.215, atom 17 (H): 0.204, atom 18 (H): 0.235

***

Entry 3:
Entry from the OMol25 dataset: 2 unconnected molecules or ions with the total composition C4H11NO in a non-equilibrium geometry (ωB97M-V with the def2-TZVPD basis set).

Atoms and positions in Å:
C -1.34952 -0.70350 1.31591
C -0.78527 -1.76617 0.36058
O -1.45103 -2.27431 -0.50058
N 0.58413 -2.05584 0.51469
H 1.08173 -2.79210 0.03980
H 0.86193 -2.09482 1.48631
H -0.47291 -0.28289 1.84007
H -2.26862 -1.04557 1.80350
H -1.74923 0.07494 0.67089
C 0.39552 2.28356 -0.66744
C 0.97149 0.99677 -1.14129
H 0.10465 2.26154 0.39244
H 1.03294 3.16001 -0.86139
H -0.45740 2.55060 -1.26999
H 2.06995 0.91538 -1.10004
H 0.85195 0.68090 -2.18809
H 0.57969 0.09150 -0.69536

Summary:
- relative energy (zero: lowest compared OMol25 entry of this formula, charge and spin) (kcal/mol) = 17.5
- spin multiplicity = 1
- LUMO (eV) = 0.856

Which charges does natural (NBO) predict for the atoms? In e, they are: atom 1 (C): -0.736, atom 2 (C): 0.685, atom 3 (O): -0.587, atom 4 (N): -0.854, atom 5 (H): 0.398, atom 6 (H): 0.375, atom 7 (H): 0.222, atom 8 (H): 0.252, atom 9 (H): 0.248, atom 10 (C): -0.621, atom 11 (C): -0.633, atom 12 (H): 0.204, atom 13 (H): 0.209, atom 14 (H): 0.209, atom 15 (H): 0.203, atom 16 (H): 0.211, atom 17 (H): 0.216